(1)
ORCA calculation (ωB97M-V/def2-TZVPD) on a structure of composition C43H44FN7O11PSiSr at a distorted geometry.

ΔE to the lowest compared entry with this formula, charge and spin = 3.040 eV
Total charge = -1
HOMO-LUMO gap = 0.216 Ha
Calculated total energy = -98984.289 eV
E_HOMO = -4.41 eV

Each line ends with the Mulliken charge.
Positions of all 109 atoms, in Å:
1 Sr 0.340 -0.221 0.687  0.629
2 O 3.955 -3.252 -3.428  -0.600
3 C 2.853 -2.805 -2.766  0.718
4 C 2.738 -2.876 -1.394  -0.640
5 C 1.608 -2.370 -0.781  0.321
6 N 0.632 -1.720 -1.464  0.631
7 C 0.734 -1.729 -2.825  0.059
8 C 1.814 -2.279 -3.496  -0.621
9 C -0.292 -1.074 -3.747  -0.235
10 O -1.196 -1.829 -4.163  -0.797
11 O -0.112 0.143 -3.992  -0.524
12 C 1.414 -2.635 0.725  0.310
13 O 2.363 -3.145 1.326  -0.817
14 O 0.264 -2.325 1.182  -0.503
15 H 4.547 -3.656 -2.786  0.301
16 H 3.493 -3.336 -0.764  0.436
17 H 1.843 -2.279 -4.581  0.573
18 O -5.128 -3.884 -4.119  -0.520
19 C -5.565 -3.948 -2.843  0.504
20 O -6.588 -4.531 -2.607  -0.604
21 C -4.730 -3.276 -1.797  0.934
22 C -3.514 -2.665 -2.081  -1.032
23 C -2.804 -2.023 -1.087  -0.154
24 C -3.269 -2.015 0.222  -0.158
25 C -4.484 -2.640 0.515  -0.261
26 C -5.209 -3.256 -0.492  -0.838
27 N -2.526 -1.308 1.193  0.317
28 C -2.299 -1.783 2.338  -0.720
29 C -1.593 -0.958 3.356  0.555
30 C -1.569 -1.334 4.685  -0.833
31 C -0.900 -0.526 5.598  -0.504
32 C -0.295 0.634 5.151  -0.806
33 C -0.378 0.942 3.800  0.026
34 N -1.008 0.164 2.921  0.312
35 H -4.313 -3.375 -4.174  0.347
36 H -3.060 -2.652 -3.068  0.431
37 H -1.865 -1.536 -1.315  0.234
38 H -4.869 -2.608 1.530  0.491
39 H -6.160 -3.729 -0.283  0.448
40 H -2.592 -2.796 2.626  0.426
41 H -2.051 -2.255 4.999  0.432
42 H -0.851 -0.808 6.643  0.400
43 H 0.255 1.281 5.825  0.497
44 H 0.077 1.837 3.381  0.095
45 C 1.233 4.745 4.000  -1.223
46 Si 1.773 4.038 2.332  0.067
47 C 3.256 2.946 2.653  -0.533
48 C 2.447 5.514 1.363  -1.153
49 N 0.612 3.110 1.542  0.092
50 C -0.573 3.543 1.060  0.398
51 C -1.103 4.866 1.136  -0.173
52 C -2.313 5.232 0.560  -1.017
53 C -3.093 4.310 -0.136  -0.806
54 C -2.627 3.001 -0.230  -1.095
55 C -1.430 2.678 0.356  0.033
56 F -1.018 1.381 0.229  0.763
57 H 2.088 4.857 4.679  0.352
58 H 0.499 4.085 4.486  0.288
59 H 0.761 5.731 3.888  0.321
60 H 4.079 3.499 3.129  0.489
61 H 3.630 2.529 1.705  -0.173
62 H 2.990 2.094 3.297  0.108
63 H 3.142 6.097 1.983  0.417
64 H 1.645 6.187 1.030  0.315
65 H 2.988 5.182 0.464  0.209
66 H -0.519 5.605 1.683  0.228
67 H -2.655 6.258 0.653  0.389
68 H -4.036 4.595 -0.586  0.391
69 H -3.180 2.228 -0.756  0.520
70 O 1.860 -0.205 2.362  -0.550
71 C 2.805 -0.203 1.533  0.831
72 O 2.644 -0.011 0.280  -0.293
73 C 4.216 -0.409 2.027  -0.070
74 C 4.436 -1.021 3.252  -0.385
75 C 5.726 -1.140 3.781  -1.264
76 C 6.750 -0.607 3.039  0.896
77 O 8.090 -0.569 3.345  -0.516
78 C 8.719 0.158 2.286  -0.256
79 O 7.733 0.413 1.285  -0.535
80 C 6.534 -0.018 1.815  0.975
81 C 5.284 0.088 1.271  -0.916
82 H 3.574 -1.408 3.783  0.471
83 H 5.917 -1.628 4.731  0.416
84 H 9.527 -0.436 1.862  0.237
85 H 9.110 1.102 2.669  0.253
86 H 5.111 0.535 0.299  0.283
87 C 2.974 2.609 -4.532  -0.805
88 N 3.372 2.082 -3.159  0.290
89 C 3.763 3.251 -2.253  -0.668
90 N 2.727 4.222 -2.211  0.335
91 C 2.408 4.686 -3.557  -0.969
92 N 1.959 3.603 -4.436  0.160
93 C 0.644 3.043 -4.017  -1.259
94 P 0.658 2.242 -2.333  0.945
95 C 2.239 1.286 -2.559  0.108
96 C 1.514 3.707 -1.514  -0.403
97 H 2.619 1.754 -5.103  0.432
98 H 3.876 3.018 -4.985  0.300
99 H 4.174 1.467 -3.266  0.439
100 H 4.683 3.666 -2.663  0.428
101 H 3.940 2.832 -1.264  0.110
102 H 3.297 5.146 -3.997  0.318
103 H 1.621 5.436 -3.492  0.395
104 H 0.294 2.321 -4.756  0.488
105 H -0.073 3.866 -3.982  0.455
106 H 2.053 0.440 -3.212  0.412
107 H 2.567 0.918 -1.585  -0.539
108 H 1.765 3.432 -0.488  -0.925
109 H 0.794 4.527 -1.440  0.909



(2)
ORCA calculation (ωB97M-V/def2-TZVPD) on a structure of composition C43H44N2OP2ReS2Te at a distorted geometry.

Multiplicity = 2
ΔE to the lowest compared entry with this formula, charge and spin = 2.481 eV
<S²> = 0.8004
Total charge = +4
HOMO-LUMO gap (spin up / spin down) = 0.121 / 0.119 Ha
Calculated total energy = -99962.708 eV
E_HOMO (spin up / spin down) = -17.65 / -17.48 eV

Each line ends with the Mulliken charge.
Positions of all 96 atoms, in Å:
1 Re -0.197 -0.330 0.126  1.824
2 O -2.116 -2.304 1.607  -0.660
3 S -2.067 -1.774 0.271  1.478
4 C -3.604 -0.898 -0.073  0.336
5 C -4.814 -1.563 0.035  -0.658
6 C -5.991 -0.854 -0.174  -1.016
7 C -5.941 0.506 -0.441  -0.894
8 C -4.725 1.171 -0.502  -0.650
9 C -3.528 0.472 -0.334  -0.426
10 P -1.912 1.329 -0.334  1.576
11 C -2.230 2.769 0.736  1.069
12 C -1.815 4.057 0.352  -1.149
13 C -2.094 5.143 1.175  -0.565
14 C -2.771 4.962 2.371  -0.802
15 C -3.185 3.689 2.747  -0.685
16 C -2.896 2.593 1.947  -0.919
17 C -1.561 2.044 -1.968  0.477
18 C -0.216 2.065 -2.349  0.269
19 C 0.166 2.672 -3.531  -1.436
20 C -0.792 3.283 -4.330  -0.734
21 C -2.130 3.251 -3.963  -0.834
22 C -2.524 2.622 -2.793  -0.329
23 C -1.776 -3.191 -0.816  0.783
24 C -2.759 -3.918 -1.460  -0.844
25 C -2.394 -5.087 -2.119  -0.948
26 C -1.081 -5.532 -2.094  -0.969
27 C -0.103 -4.793 -1.449  -0.569
28 C -0.443 -3.601 -0.815  -0.224
29 P 0.855 -2.510 -0.156  1.230
30 C 1.713 -3.406 1.142  0.435
31 C 1.130 -4.474 1.829  -0.816
32 C 1.869 -5.132 2.798  -0.798
33 C 3.164 -4.724 3.096  -0.714
34 C 3.732 -3.644 2.428  -0.928
35 C 3.004 -2.968 1.470  -0.389
36 C 1.902 -2.362 -1.629  1.283
37 C 2.988 -3.184 -1.913  -0.510
38 C 3.589 -3.087 -3.160  -0.804
39 C 3.116 -2.185 -4.103  -0.760
40 C 2.033 -1.360 -3.817  -0.845
41 C 1.434 -1.447 -2.576  -0.832
42 H -4.844 -2.606 0.308  0.767
43 H -6.942 -1.363 -0.116  0.468
44 H -6.859 1.056 -0.582  0.493
45 H -4.709 2.240 -0.662  0.513
46 H -1.428 4.232 -0.645  0.599
47 H -1.809 6.138 0.867  0.582
48 H -3.002 5.810 2.998  0.502
49 H -3.747 3.551 3.659  0.535
50 H -3.224 1.607 2.246  0.503
51 H 0.537 1.585 -1.712  0.144
52 H 1.200 2.656 -3.838  0.606
53 H -0.501 3.775 -5.244  0.483
54 H -2.874 3.710 -4.596  0.503
55 H -3.572 2.576 -2.545  0.414
56 H -3.790 -3.602 -1.465  0.577
57 H -3.144 -5.663 -2.638  0.466
58 H -0.815 -6.453 -2.592  0.507
59 H 0.921 -5.136 -1.441  0.536
60 H 0.122 -4.795 1.609  0.513
61 H 1.440 -5.969 3.328  0.492
62 H 3.730 -5.242 3.855  0.464
63 H 4.740 -3.336 2.654  0.517
64 H 3.425 -2.119 0.943  0.612
65 H 3.353 -3.897 -1.186  0.541
66 H 4.415 -3.736 -3.410  0.509
67 H 3.584 -2.126 -5.074  0.475
68 H 1.663 -0.679 -4.569  0.502
69 H 0.552 -0.832 -2.328  0.314
70 C 1.916 5.413 0.096  -1.104
71 Te 1.125 3.529 0.755  0.848
72 C 1.013 4.133 2.812  -1.186
73 H 1.181 6.190 0.299  0.423
74 H 2.124 5.372 -0.969  0.395
75 H 2.830 5.617 0.650  0.413
76 H 1.999 4.119 3.268  0.495
77 H 0.351 3.459 3.345  0.354
78 H 0.621 5.144 2.854  0.433
79 N 1.203 -0.273 4.090  0.014
80 C -0.124 -0.369 4.368  -1.272
81 C -0.772 -0.294 3.172  -0.114
82 N 0.156 -0.167 2.176  0.798
83 C 1.350 -0.154 2.770  -0.673
84 H 1.942 -0.304 4.781  0.265
85 H -0.511 -0.497 5.359  0.466
86 H -1.823 -0.363 2.977  0.488
87 H 2.288 -0.069 2.256  0.444
88 C 4.468 1.633 1.272  -1.237
89 S 3.235 1.012 0.091  0.281
90 C 4.314 0.547 -1.290  -1.066
91 H 5.175 0.845 1.521  0.446
92 H 3.939 1.967 2.161  0.397
93 H 4.994 2.467 0.816  0.461
94 H 4.740 1.439 -1.744  0.535
95 H 3.711 0.011 -2.017  0.075
96 H 5.111 -0.094 -0.920  0.434



(3)
ORCA calculation (ωB97M-V/def2-TZVPD) on a structure of composition C43H44O2RuS2Sb2 at a distorted geometry.

Multiplicity = 5
ΔE to the lowest compared entry with this formula, charge and spin = 0.364 eV
<S²> = 6.1848
Total charge = +4
HOMO-LUMO gap (spin up / spin down) = 0.213 / 0.106 Ha
Calculated total energy = -86681.989 eV
E_HOMO (spin up / spin down) = -17.70 / -17.69 eV

Each line ends with the Mulliken charge.
Positions of all 94 atoms, in Å:
1 Ru -0.169 -1.202 -0.049  1.285
2 O 0.024 -0.641 2.121  -0.555
3 S 0.952 -0.382 3.294  0.000
4 C 2.049 0.972 2.707  -0.752
5 C 1.243 2.064 2.014  0.226
6 C 2.107 2.940 1.099  -1.158
7 C 2.250 2.415 -0.324  -0.699
8 S 0.716 2.192 -1.317  0.195
9 O 0.058 0.893 -0.836  -0.252
10 C -0.294 3.538 -0.720  0.406
11 C 0.141 4.824 -1.020  -0.790
12 C -0.625 5.900 -0.600  -0.648
13 C -1.820 5.679 0.075  -0.646
14 C -2.250 4.386 0.347  -0.753
15 C -1.487 3.300 -0.060  0.141
16 C -0.033 0.500 4.515  0.859
17 C -1.219 1.187 4.142  -0.126
18 C -1.910 1.879 5.102  -0.715
19 C -1.464 1.843 6.436  -0.488
20 C -0.276 1.144 6.796  -0.553
21 C 0.426 0.451 5.838  -0.592
22 H 2.728 0.457 2.022  0.494
23 H 2.620 1.336 3.564  0.604
24 H 0.759 2.694 2.764  0.373
25 H 0.462 1.593 1.422  -0.279
26 H 3.117 3.034 1.508  0.517
27 H 1.690 3.946 1.085  0.414
28 H 2.712 1.426 -0.366  0.317
29 H 2.864 3.095 -0.917  0.609
30 H 1.058 4.990 -1.576  0.468
31 H -0.296 6.907 -0.817  0.469
32 H -2.433 6.522 0.365  0.440
33 H -3.191 4.226 0.856  0.503
34 H -1.817 2.283 0.120  0.178
35 H -1.556 1.169 3.114  0.420
36 H -2.794 2.443 4.836  0.536
37 H -2.047 2.332 7.208  0.478
38 H 0.075 1.146 7.821  0.491
39 H 1.321 -0.099 6.102  0.536
40 C -1.179 -0.718 -3.433  -0.812
41 C 0.048 -1.391 -4.035  -0.481
42 C 1.400 -1.010 -3.438  -1.106
43 Sb 2.189 -1.729 -1.488  1.036
44 C 3.568 -3.297 -2.062  0.897
45 C 3.818 -3.588 -3.394  -0.353
46 C 4.743 -4.582 -3.694  -0.685
47 C 5.420 -5.239 -2.677  -0.575
48 C 5.158 -4.934 -1.346  -0.638
49 C 4.235 -3.949 -1.031  -0.630
50 C 0.776 -3.184 -0.493  -0.951
51 C -0.001 -4.091 -1.258  -0.888
52 C -0.722 -5.101 -0.631  -0.363
53 C -0.712 -5.198 0.755  -0.907
54 C 0.071 -4.338 1.520  -0.882
55 C 0.834 -3.348 0.907  0.411
56 Sb -1.941 -2.009 -1.794  0.755
57 C -3.216 -1.767 -0.071  0.261
58 C -3.133 -0.649 0.760  0.816
59 C -3.899 -0.620 1.917  -0.777
60 C -4.722 -1.690 2.238  -0.771
61 C -4.785 -2.804 1.409  -0.810
62 C -4.016 -2.859 0.256  -0.730
63 C -3.054 -3.426 -2.935  1.223
64 C -4.391 -3.066 -3.095  -0.745
65 C -5.195 -3.834 -3.924  -0.673
66 C -4.673 -4.949 -4.567  -0.646
67 C -3.339 -5.297 -4.396  -0.849
68 C -2.518 -4.531 -3.581  -0.447
69 H -2.019 -0.706 -4.127  0.663
70 H -0.988 0.276 -3.042  0.375
71 H 0.079 -1.056 -5.078  0.693
72 H -0.081 -2.477 -4.095  0.107
73 H 1.466 0.074 -3.335  0.358
74 H 2.194 -1.316 -4.120  0.729
75 H 3.317 -3.075 -4.205  0.297
76 H 4.936 -4.832 -4.729  0.434
77 H 6.170 -5.979 -2.921  0.429
78 H 5.684 -5.449 -0.553  0.422
79 H 4.050 -3.698 0.008  0.323
80 H 0.080 -4.076 -2.342  0.796
81 H -1.282 -5.813 -1.224  0.584
82 H -1.286 -5.977 1.241  0.525
83 H 0.123 -4.466 2.594  0.545
84 H 1.552 -2.786 1.489  0.740
85 H -2.546 0.220 0.468  0.063
86 H -3.883 0.255 2.555  0.592
87 H -5.326 -1.658 3.135  0.453
88 H -5.439 -3.631 1.651  0.468
89 H -4.070 -3.729 -0.386  0.503
90 H -4.810 -2.198 -2.596  0.460
91 H -6.232 -3.559 -4.064  0.458
92 H -5.308 -5.553 -5.200  0.441
93 H -2.935 -6.168 -4.894  0.479
94 H -1.479 -4.815 -3.463  0.426



(4)
ORCA calculation (ωB97M-V/def2-TZVPD) on a structure of composition C43H45ClCrN6PS.

Multiplicity = 2
ΔE to the lowest compared entry with this formula, charge and spin = 5.094 eV
<S²> = 0.8972
Total charge = +2
HOMO-LUMO gap (spin up / spin down) = 0.206 / 0.218 Ha
Calculated total energy = -115315.245 eV
E_HOMO (spin up / spin down) = -12.77 / -12.79 eV

Each line ends with the Mulliken charge.
Positions of all 98 atoms, in Å:
1 Cr -0.606 -0.128 -0.422  -0.349
2 N 1.252 -2.332 2.650  -0.354
3 C 0.454 -1.952 1.651  0.625
4 S -0.367 -0.383 1.812  -0.459
5 N 0.320 -2.733 0.605  -1.359
6 N -0.573 -2.139 -0.254  1.475
7 C -1.496 -2.822 -0.813  -0.636
8 C -2.553 -1.998 -1.409  0.756
9 C -3.655 -2.505 -2.068  -1.009
10 C -4.647 -1.623 -2.482  -0.300
11 C -4.505 -0.271 -2.227  -1.067
12 C -3.368 0.170 -1.571  -0.141
13 N -2.418 -0.674 -1.161  0.489
14 H 1.304 -1.796 3.498  0.211
15 H 1.675 -3.246 2.622  0.264
16 H -1.569 -3.898 -0.702  0.501
17 H -3.740 -3.568 -2.240  0.505
18 H -5.523 -1.996 -2.994  0.452
19 H -5.258 0.441 -2.528  0.493
20 H -3.202 1.217 -1.359  0.496
21 Cl 2.098 0.060 -0.509  0.044
22 C 3.424 0.983 0.285  1.056
23 C 4.649 0.370 0.088  -0.757
24 C 5.780 0.982 0.605  -0.611
25 C 5.652 2.172 1.302  -1.164
26 C 4.404 2.745 1.476  -0.436
27 C 3.231 2.181 0.960  -0.011
28 P 1.537 2.794 1.358  0.186
29 C 1.786 3.659 2.942  1.493
30 C 1.132 3.057 4.018  -0.690
31 C 1.220 3.584 5.298  -0.650
32 C 1.968 4.728 5.522  -0.736
33 C 2.622 5.345 4.462  -1.046
34 C 2.525 4.820 3.185  -0.339
35 C 1.217 4.179 0.123  2.167
36 C 2.425 5.026 -0.205  -0.917
37 C 2.577 5.901 -1.204  -0.947
38 C 1.552 6.386 -2.128  -0.909
39 C 0.269 6.019 -2.116  -1.465
40 C -0.301 4.920 -1.273  0.236
41 H 4.714 -0.563 -0.450  0.544
42 H 6.746 0.518 0.472  0.421
43 H 6.524 2.650 1.725  0.469
44 H 4.333 3.647 2.062  0.314
45 H 0.544 2.162 3.847  0.387
46 H 0.707 3.101 6.118  0.472
47 H 2.039 5.144 6.517  0.426
48 H 3.196 6.245 4.630  0.455
49 H 3.016 5.347 2.379  0.267
50 H 3.309 4.830 0.386  0.066
51 H 3.554 6.354 -1.310  0.494
52 H 1.858 7.160 -2.820  0.546
53 H -0.421 6.506 -2.793  0.538
54 H -1.312 4.699 -1.612  0.620
55 C -0.522 6.136 2.599  -1.592
56 C -0.438 6.299 1.067  1.896
57 C -1.795 6.803 0.546  -1.622
58 C 0.575 7.430 0.866  -2.058
59 C -0.175 4.956 0.296  1.753
60 C -1.205 3.958 0.790  -2.184
61 C -1.443 2.686 0.473  -1.743
62 N -0.836 1.903 -0.534  1.473
63 C 0.011 2.397 -1.374  0.767
64 C 0.679 3.705 -1.280  -1.481
65 C 0.287 1.524 -2.554  -0.274
66 C 0.765 2.003 -3.757  -0.464
67 C 0.929 1.128 -4.837  -0.055
68 C 0.602 -0.208 -4.615  -1.091
69 C 0.138 -0.618 -3.381  -1.192
70 N -0.034 0.232 -2.369  0.706
71 C 1.453 1.583 -6.189  1.891
72 C 2.767 0.837 -6.470  -1.541
73 C 1.718 3.086 -6.227  -2.059
74 C 0.417 1.227 -7.264  -1.621
75 H -1.149 6.933 2.998  0.588
76 H 0.459 6.246 3.051  0.242
77 H -0.928 5.196 2.961  0.339
78 H -2.020 7.766 1.004  0.542
79 H -2.623 6.133 0.785  0.338
80 H -1.781 6.956 -0.533  0.324
81 H 0.254 8.261 1.496  0.589
82 H 0.619 7.797 -0.153  0.360
83 H 1.573 7.150 1.193  0.307
84 H -1.880 4.327 1.547  0.565
85 H -2.212 2.143 1.008  0.632
86 H 1.450 3.769 -2.040  1.004
87 H 0.999 3.050 -3.865  0.832
88 H 0.710 -0.943 -5.398  0.525
89 H -0.094 -1.658 -3.186  0.535
90 H 3.524 1.070 -5.721  0.350
91 H 3.151 1.138 -7.443  0.452
92 H 2.627 -0.243 -6.491  0.369
93 H 2.486 3.386 -5.512  0.422
94 H 0.816 3.669 -6.037  0.438
95 H 2.077 3.360 -7.218  0.439
96 H 0.261 0.151 -7.340  0.354
97 H 0.769 1.576 -8.234  0.465
98 H -0.545 1.701 -7.065  0.363



Number 4 is which compound?
C43H45ClCrN6PS